# 1
Density functional theory data (the ωB97M-V functional and the def2-TZVPD basis) for 8 unconnected molecules or ions with the total composition C23H56BrF5N9O8P2.

Cartesian coordinates (Å):
N  -0.60471  -1.13111  2.07973
P  -1.95657  -2.29644  1.73772
N  -3.10569  -0.93880  1.82859
P  -0.39720  -3.84944  1.48397
O  0.66051  -3.89294  2.87842
Br  0.89679  -3.12778  -0.29191
C  -3.30209  -3.59779  1.35389
F  -2.55744  -4.85233  0.95804
F  -4.13704  -3.26717  0.13859
C  -4.23973  -4.02601  2.63047
F  -3.59669  -5.07690  3.48961
F  -4.65251  -2.91034  3.51128
F  -5.51175  -4.65643  2.13121
H  -0.11246  -1.38912  2.96315
H  -1.03402  -0.19718  2.25924
H  -2.05673  -2.61114  3.14730
H  -1.84199  -2.01962  0.29974
H  -4.09764  -1.22029  1.67115
H  -3.08606  -0.63465  2.84855
H  0.64415  -4.78968  3.32888
C  -2.53005  -8.05927  4.83976
C  -1.32336  -7.98963  3.94701
O  -0.89880  -6.92478  3.50307
N  -0.69111  -9.15593  3.62937
C  -1.02859  -10.49691  4.04399
H  -2.92302  -7.05138  5.00181
H  -3.31028  -8.66227  4.36810
H  -2.25444  -8.48235  5.80930
H  0.11201  -9.02635  3.02485
H  -0.16980  -10.91322  4.57638
H  -1.21714  -11.09159  3.14672
H  -1.90636  -10.52505  4.69057
C  4.27951  1.86992  1.22631
C  3.02271  1.04657  1.20439
O  1.90514  1.55822  1.22717
N  3.14502  -0.31127  1.15763
C  4.35441  -1.09889  1.12502
H  4.01976  2.93183  1.26373
H  4.87027  1.62761  2.11353
H  4.86160  1.68867  0.31897
H  2.25452  -0.79513  1.14545
H  4.34181  -1.70156  0.21348
H  4.35032  -1.76206  1.99363
H  5.25401  -0.48264  1.14164
C  1.98706  4.21974  -2.52390
C  2.82936  2.97589  -2.48772
O  4.04353  3.01345  -2.29889
N  2.20958  1.77477  -2.67233
C  0.80816  1.51903  -2.90613
H  2.62196  5.09552  -2.36131
H  1.50673  4.31820  -3.50086
H  1.23557  4.18610  -1.73076
H  2.84360  0.98495  -2.63413
H  0.44454  0.86832  -2.10698
H  0.71364  0.99938  -3.86286
H  0.21533  2.43410  -2.92865
C  3.30907  7.21074  -6.70863
C  2.55741  5.92288  -6.89404
O  1.37123  5.89841  -7.21594
N  3.22922  4.75252  -6.69446
C  4.61026  4.56822  -6.31658
H  2.64077  8.05474  -6.90245
H  3.67258  7.28728  -5.68060
H  4.14325  7.26205  -7.41324
H  2.65522  3.92969  -6.83842
H  5.09999  3.98177  -7.09795
H  4.63298  4.00683  -5.37923
H  5.13707  5.51430  -6.18726
C  -1.13301  2.70803  5.15236
C  -2.15388  1.89169  4.41119
O  -2.39478  0.72249  4.70478
N  -2.82554  2.48365  3.38194
C  -2.69029  3.83230  2.88506
H  -0.68335  2.10017  5.94282
H  -0.34125  3.02685  4.46947
H  -1.61121  3.57587  5.61404
H  -3.49554  1.86978  2.93304
H  -3.66336  4.32286  2.96723
H  -2.40361  3.77815  1.83189
H  -1.94512  4.40702  3.43619
C  -5.48388  -5.45493  -3.91498
C  -4.55082  -6.61137  -4.13852
O  -4.40893  -7.13334  -5.24245
N  -3.84643  -7.08423  -3.07028
C  -3.87060  -6.61460  -1.70540
H  -5.97241  -5.19239  -4.85781
H  -6.25546  -5.73097  -3.19157
H  -4.92385  -4.58487  -3.56237
H  -3.24032  -7.86308  -3.30110
H  -2.85698  -6.30926  -1.43411
H  -4.17790  -7.44620  -1.06640
H  -4.55337  -5.77589  -1.56498
C  1.57240  9.24484  -1.20217
C  2.50547  8.08839  -1.42571
O  2.64736  7.56642  -2.52965
N  3.20986  7.61553  -0.35748
C  3.18568  8.08516  1.00740
H  1.08387  9.50737  -2.14500
H  0.80082  8.96879  -0.47877
H  2.13244  10.11489  -0.84957
H  3.81596  6.83668  -0.58829
H  4.19931  8.39050  1.27869
H  2.87838  7.25357  1.64640
H  2.50292  8.92387  1.14783

Forces on the atoms, in the same order (eV/Å):
-0.40 0.67 0.99
1.84 3.79 -0.26
-1.59 -0.01 1.79
2.27 -3.10 0.93
-0.75 -0.05 -0.16
0.11 0.42 0.41
-0.64 -2.46 -1.74
-3.52 2.32 0.65
1.63 -1.09 3.45
-2.08 -1.60 1.26
-2.13 3.69 -2.73
1.32 -3.81 -2.87
3.57 1.84 1.75
-0.53 0.15 -0.86
0.71 -0.92 -0.24
-0.23 -0.58 0.01
-0.02 -0.59 0.34
0.94 0.27 -0.02
-0.09 -0.38 -1.44
-0.34 1.41 -1.37
-0.23 0.19 0.14
0.61 1.07 -0.60
-0.23 -0.77 0.49
-0.14 0.33 0.09
0.38 0.04 -0.30
0.21 -0.21 -0.17
0.03 -0.05 0.18
-0.14 -0.12 -0.07
-0.23 -0.02 0.14
-0.20 -0.27 0.09
-0.11 -0.25 0.21
0.16 0.11 -0.14
0.19 0.28 0.00
-0.99 -0.46 -0.01
0.58 0.17 -0.02
-0.01 0.93 0.03
-0.40 -0.21 -0.01
-0.08 -0.30 -0.05
0.11 -0.03 -0.14
0.08 0.04 0.14
-0.09 -0.10 -0.02
0.26 -0.10 0.11
0.26 -0.09 -0.11
-0.20 0.00 0.00
0.11 0.25 0.08
0.28 -0.70 0.10
-0.12 0.13 -0.05
0.59 0.79 -0.02
0.06 -0.49 0.11
-0.10 -0.26 -0.11
-0.13 0.06 0.14
-0.08 -0.02 -0.18
-0.22 0.17 0.08
-0.26 0.08 -0.12
-0.30 0.06 0.03
0.22 -0.12 0.03
0.01 0.29 0.02
-0.87 -0.50 -0.20
0.56 0.12 0.12
-0.39 0.56 -0.17
-0.13 -0.48 0.06
0.05 -0.33 0.03
0.11 0.03 -0.11
0.07 0.02 0.18
0.15 0.22 0.07
0.27 0.08 0.14
0.33 0.10 0.01
-0.20 -0.13 -0.03
0.24 0.01 0.22
-0.52 -0.93 -0.23
0.17 0.65 0.00
0.22 -0.23 0.61
-0.28 -0.28 -0.28
-0.20 0.03 -0.26
-0.07 0.12 0.09
0.14 0.07 -0.10
0.25 0.07 -0.03
0.14 0.28 -0.07
0.06 0.30 0.04
-0.11 -0.20 -0.05
-0.18 0.20 -0.13
0.54 -0.72 -0.33
-0.16 0.24 0.27
-0.47 0.17 -0.77
0.40 -0.24 0.15
0.21 -0.19 0.16
0.12 0.19 0.07
-0.17 -0.06 0.15
-0.15 0.25 0.05
-0.23 0.15 0.30
-0.02 0.23 0.23
0.17 -0.14 -0.07
-0.21 0.19 -0.14
0.45 -0.72 -0.60
-0.11 0.40 0.48
-0.31 0.23 -0.60
0.28 -0.38 0.01
0.20 -0.19 0.17
0.10 0.18 0.05
-0.16 -0.04 0.13
-0.15 0.14 0.08
-0.15 0.12 0.27
-0.01 0.23 0.22
0.11 -0.17 -0.13

HOMO energy = -3.713 eV
F_max = 0.098 hartree/bohr
Gap between HOMO and LUMO = 5.613 eV
Molecular weight = 823.6 g mol⁻¹
Charge = -1

=====

# 2
Density functional theory data (the ωB97M-V functional and the def2-TZVPD basis) for 6 unconnected molecules or ions with the total composition C23H56N8O6.

Cartesian coordinates (Å):
C  28.10275  -14.33568  -26.97707
C  29.25350  -15.41749  -26.98742
C  28.61682  -16.69158  -26.25198
C  29.45144  -17.99651  -26.67812
C  29.45288  -18.16911  -28.27412
C  30.16000  -16.95350  -29.03343
N  29.63170  -15.61820  -28.44104
O  30.18842  -14.45744  -29.01428
C  31.69363  -16.96255  -28.91364
C  29.65244  -16.98604  -30.52905
C  30.50976  -15.01472  -26.24875
H  27.13405  -14.67373  -27.34509
H  28.26491  -13.50409  -27.66283
H  27.90362  -13.81434  -26.04077
H  28.65947  -16.54080  -25.17330
H  27.53753  -16.59571  -26.37057
H  28.99789  -18.85074  -26.17545
H  30.30994  -17.90657  -26.01255
H  28.40391  -18.20108  -28.56866
H  29.90369  -19.11524  -28.57361
H  32.11707  -17.87166  -29.34062
H  32.23655  -16.13186  -29.36454
H  32.03312  -16.95358  -27.87790
H  29.48386  -16.01244  -30.98926
H  30.28844  -17.49302  -31.25470
H  28.70989  -17.51172  -30.68190
H  31.35269  -15.65585  -26.50667
H  30.37892  -14.89621  -25.17314
H  30.86004  -14.03165  -26.56334
H  30.93289  -14.35424  -28.41702
C  28.35513  -15.81861  -14.01616
C  28.88547  -14.73401  -13.10144
C  27.92195  -13.50838  -13.19534
C  26.61359  -13.51355  -12.45404
C  26.93640  -13.90069  -10.96866
C  27.81312  -15.17256  -10.78678
N  29.00982  -15.05978  -11.64495
O  29.78817  -16.23337  -11.55184
C  28.23571  -15.15774  -9.28311
C  26.95601  -16.46246  -10.97507
C  30.29579  -14.23950  -13.55859
H  28.05166  -15.48939  -15.00995
H  27.59122  -16.46981  -13.59133
H  29.10827  -16.60278  -14.09336
H  28.54689  -12.62523  -13.06265
H  27.64603  -13.39854  -14.24411
H  25.97291  -14.28644  -12.87861
H  26.09908  -12.55727  -12.35966
H  25.97634  -14.04614  -10.47344
H  27.45868  -13.01585  -10.60479
H  28.84399  -16.02436  -9.02409
H  28.76144  -14.23670  -9.03134
H  27.36341  -15.12514  -8.63033
H  26.30520  -16.37532  -11.84510
H  27.66147  -17.29327  -10.96199
H  26.19596  -16.72218  -10.23820
H  30.24861  -13.94888  -14.60807
H  31.06986  -15.00057  -13.46010
H  30.62502  -13.36189  -13.00226
H  30.64460  -15.89508  -11.28037
C  31.86903  -19.49614  -18.37754
O  32.87705  -20.15990  -18.35289
N  31.66849  -18.57093  -19.32570
N  30.88096  -19.49334  -17.50206
H  30.69884  -18.29580  -19.39046
H  32.40470  -18.45471  -20.00731
H  30.95392  -20.00703  -16.63552
H  29.96224  -19.10875  -17.66985
C  34.82978  -14.61147  -18.25308
O  34.45167  -13.52198  -18.62236
N  34.25768  -15.47860  -17.48994
N  35.83261  -15.21172  -18.80637
H  33.30116  -15.47845  -17.16562
H  34.85618  -16.27575  -17.32731
H  36.19644  -16.08433  -18.45100
H  36.22023  -14.71473  -19.59558
C  22.91342  -19.16992  -19.94242
O  24.11811  -19.02522  -20.13564
N  22.33792  -19.80161  -18.99229
N  22.08451  -18.46476  -20.52145
H  21.33476  -19.87571  -18.90145
H  22.94099  -20.47481  -18.54150
H  22.49082  -17.83858  -21.20183
H  21.10168  -18.64603  -20.37565
C  29.18017  -14.98282  -19.89947
C  27.79355  -15.61349  -19.83691
O  28.20228  -16.97995  -19.74684
H  29.78641  -14.95602  -18.99400
H  29.22886  -13.97286  -20.30656
H  29.73363  -15.56028  -20.63996
H  27.21387  -15.41893  -20.73925
H  27.12090  -15.35290  -19.01976
H  27.59437  -17.61864  -20.12647

Forces on the atoms, in the same order (eV/Å):
0.41 0.72 -0.50
-1.21 -0.05 -0.20
1.36 0.19 -1.55
-2.18 1.04 0.25
1.13 1.66 1.72
-0.96 1.27 0.12
-2.36 -2.45 0.01
0.11 -0.99 0.69
0.23 -0.70 0.17
0.17 -0.05 -0.23
0.48 1.07 0.20
0.14 -0.79 0.16
0.74 -0.05 -0.15
0.31 -0.47 0.49
0.71 0.11 0.10
-0.06 -0.99 -0.92
-0.49 -0.30 -0.49
1.05 0.11 -1.16
0.04 0.12 0.02
0.20 0.11 -0.03
-0.06 -0.10 -0.17
-0.52 0.17 -0.38
-0.29 -0.17 0.18
0.23 0.29 0.54
0.65 -0.17 0.39
-0.23 0.00 0.65
-0.21 -0.38 0.47
0.02 -0.35 0.03
-0.14 0.35 -0.07
0.76 0.80 -0.35
0.57 -1.90 0.42
-0.71 1.53 0.83
0.64 0.77 -1.59
0.84 -1.43 2.13
-0.06 -0.08 -1.47
-1.23 0.28 1.33
-0.49 0.42 -0.61
0.11 -0.49 0.26
0.18 0.28 -0.51
0.14 0.27 -0.41
-0.64 -0.24 -0.10
0.15 0.16 0.15
-0.64 0.73 0.17
0.53 0.17 -0.54
-0.27 0.27 0.76
0.24 -0.18 -0.38
-0.30 0.19 -0.15
0.05 0.00 -0.70
0.21 0.04 0.47
0.04 -0.15 0.57
0.01 0.03 0.00
0.39 -0.04 -0.23
-0.23 -0.33 -0.21
0.58 -0.36 -0.59
-0.25 -0.21 -0.62
0.37 0.65 0.82
-0.01 -0.05 -0.12
-0.17 -0.18 -0.03
-0.20 -0.04 0.18
0.14 -0.10 0.15
1.30 0.42 -1.21
1.00 -0.90 0.81
-0.47 0.79 -0.86
-2.29 -0.91 2.96
0.49 0.78 -0.95
-0.71 0.00 -0.17
0.18 -0.16 -0.45
0.41 0.16 -0.14
-1.62 2.15 -1.81
-0.70 1.24 0.27
-2.61 -2.75 4.14
4.89 -0.79 -2.75
0.47 0.32 0.04
-1.22 -0.21 0.48
0.22 0.39 -0.73
0.54 -0.41 0.35
5.64 0.11 1.12
0.93 -1.04 0.06
-0.52 -4.75 4.84
-5.32 5.19 -5.59
0.50 -0.19 0.09
-0.54 -0.09 0.33
-0.84 0.06 -0.15
0.21 0.75 -0.70
0.22 1.22 -0.71
0.91 -0.51 -0.14
-0.31 -1.02 0.26
-0.44 -0.33 0.25
-0.44 0.26 0.17
0.03 -0.14 0.11
0.21 -0.04 -0.29
0.37 0.17 0.36
-0.48 0.25 0.04

HOMO energy = -7.975 eV
F_max = 0.181 hartree/bohr
Gap between HOMO and LUMO = 8.274 eV
Molecular weight = 540.8 g mol⁻¹
Charge = 0

=====

# 3
Density functional theory data (the ωB97M-V functional and the def2-TZVPD basis) for 3 unconnected molecules or ions with the total composition C23H56O10P2Si.

Cartesian coordinates (Å):
C  7.53722  -0.97523  0.08626
C  6.59846  -1.92113  -0.68787
C  5.35167  -2.28616  0.11538
C  4.51999  -3.31640  -0.62542
O  3.18444  -3.33584  -0.13334
Si  2.01785  -4.09305  -1.01171
O  0.59304  -3.26770  -0.91273
C  0.18663  -2.64756  -2.15555
C  -1.10870  -1.85079  -2.02763
C  -2.33030  -2.76895  -2.18050
C  -1.23889  -1.03704  -0.73775
C  -0.13648  0.01803  -0.57204
C  -0.36203  1.21845  -1.49131
C  -0.08418  0.51133  0.87645
H  7.86040  -0.14160  -0.53774
H  8.44427  -1.48589  0.40790
H  7.04809  -0.54863  0.96258
H  7.15179  -2.83290  -0.92568
H  6.31379  -1.44170  -1.62567
H  5.66081  -2.66623  1.09217
H  4.76204  -1.38221  0.28504
H  4.53562  -3.06334  -1.69274
H  4.99365  -4.30026  -0.53481
H  2.43336  -4.11874  -2.43594
H  1.84119  -5.48947  -0.57037
H  0.04780  -3.45534  -2.87915
H  0.99801  -2.01815  -2.53647
H  -1.13095  -1.12328  -2.84514
H  -3.19003  -2.17746  -2.50231
H  -2.58039  -3.24802  -1.23346
H  -2.17991  -3.53440  -2.94299
H  -2.16770  -0.46519  -0.84777
H  -1.32521  -1.67012  0.14562
H  0.85023  -0.39715  -0.80117
H  0.32282  2.02511  -1.22534
H  -0.15943  0.99090  -2.54202
H  -1.38822  1.59000  -1.44250
H  0.23021  -0.29439  1.52773
H  0.62861  1.33141  0.97184
H  -1.07395  0.84469  1.19730
O  0.11203  -1.38580  6.20455
P  1.17075  -2.34455  5.88111
O  0.69449  -3.60954  5.05386
C  0.04030  -3.41602  3.78655
C  0.96720  -2.86609  2.72207
O  1.66496  -3.10792  7.19815
C  1.04528  -2.87107  8.46305
C  -0.13305  -3.79716  8.69342
O  2.57904  -1.98743  5.26325
C  2.99862  -0.61388  5.10422
C  2.99721  0.15289  6.41009
H  -0.82334  -2.76087  3.92514
H  -0.33205  -4.39644  3.49496
H  1.22532  -1.82738  2.92540
H  0.48546  -2.90177  1.74356
H  1.89616  -3.43503  2.67902
H  0.74315  -1.82696  8.54984
H  1.81774  -3.04779  9.21257
H  -0.76465  -3.84731  7.80651
H  -0.73604  -3.44875  9.53272
H  0.20759  -4.81021  8.91124
H  2.35819  -0.12426  4.36653
H  4.00212  -0.66054  4.68629
H  1.98969  0.22987  6.81965
H  3.37457  1.16325  6.25007
H  3.62309  -0.34761  7.14994
O  -3.16863  4.57549  -3.40592
P  -4.20143  4.64399  -4.44173
O  -5.69037  4.64256  -3.89653
C  -6.11387  5.65127  -2.96486
C  -6.18779  7.03501  -3.58001
O  -4.26658  3.27703  -5.27059
C  -3.43419  2.16984  -4.92295
C  -4.09352  1.27129  -3.89643
O  -4.23152  5.66302  -5.64653
C  -3.10850  6.53284  -5.91664
C  -1.82142  5.76961  -6.14858
H  -5.44547  5.64568  -2.10083
H  -7.09906  5.33825  -2.62424
H  -5.19255  7.43303  -3.78583
H  -6.68187  7.72200  -2.89259
H  -6.74036  7.01132  -4.51890
H  -2.46407  2.51907  -4.56704
H  -3.25870  1.62109  -5.84903
H  -4.54286  1.84903  -3.08845
H  -3.36209  0.58530  -3.46397
H  -4.89140  0.68065  -4.34892
H  -2.99533  7.24206  -5.09358
H  -3.38405  7.10071  -6.80264
H  -1.52254  5.22151  -5.25462
H  -1.01848  6.46122  -6.40457
H  -1.94282  5.04992  -6.95898

Forces on the atoms, in the same order (eV/Å):
0.05 0.04 -0.21
0.28 0.17 0.41
0.20 0.03 -0.15
0.28 0.26 0.02
-0.05 -0.17 -0.18
-0.08 -0.07 0.02
0.06 0.06 -0.30
0.09 0.00 0.11
-0.33 -0.52 0.32
-0.08 0.31 -0.13
0.38 0.57 -0.58
-0.04 0.35 0.36
0.22 -0.09 -0.40
-0.08 -0.13 -0.31
0.00 0.01 0.00
-0.06 -0.02 0.16
0.00 -0.03 0.03
-0.08 -0.01 -0.20
-0.11 -0.16 -0.07
-0.13 -0.01 0.05
-0.11 -0.06 0.00
-0.17 -0.01 -0.01
-0.11 -0.05 0.07
0.07 0.05 0.02
-0.09 0.09 0.22
-0.08 0.17 -0.18
0.00 0.08 0.14
0.17 -0.16 -0.16
-0.09 -0.04 0.15
0.02 -0.10 -0.03
0.06 -0.04 0.04
-0.16 -0.18 0.30
0.10 -0.15 -0.07
-0.07 -0.18 -0.02
-0.09 0.08 0.02
-0.05 -0.10 0.01
0.02 0.06 0.17
0.03 -0.16 0.25
-0.07 0.05 0.10
0.05 0.12 0.05
0.32 0.87 -0.86
-0.10 -2.14 1.92
0.07 0.28 -0.45
-0.16 0.01 -0.27
0.08 0.01 0.05
0.19 0.19 -0.11
-0.15 0.01 0.30
0.04 -0.17 -0.06
-0.27 0.88 -0.52
-0.01 0.23 0.00
-0.06 -0.09 0.16
0.02 0.00 0.07
0.06 -0.05 0.10
0.03 0.06 -0.01
-0.03 -0.02 0.00
-0.03 -0.04 -0.03
-0.05 0.00 -0.17
0.04 -0.02 -0.06
-0.04 0.14 0.02
0.02 0.01 0.01
0.00 0.00 -0.02
-0.06 -0.06 0.03
0.00 -0.15 0.00
-0.01 0.02 -0.07
0.05 -0.02 -0.03
0.08 0.03 -0.04
0.34 1.22 -0.05
-0.96 -2.67 -0.47
0.01 0.55 0.01
-0.09 0.17 0.21
0.13 0.00 -0.09
0.13 0.23 -0.14
0.18 -0.27 0.11
-0.20 -0.12 0.02
0.52 0.82 0.47
0.22 0.09 0.01
-0.01 -0.20 0.02
0.04 -0.05 -0.03
0.01 -0.09 -0.07
-0.01 0.00 0.00
-0.02 -0.03 0.02
-0.05 0.00 0.03
-0.08 0.13 0.09
-0.06 0.05 -0.03
0.16 0.09 0.03
0.01 0.00 -0.02
0.01 0.01 -0.02
-0.04 -0.07 0.05
-0.13 -0.07 -0.01
-0.02 0.07 0.03
-0.03 0.03 -0.05
0.00 0.07 -0.06

HOMO energy = -10.398 eV
F_max = 0.056 hartree/bohr
Gap between HOMO and LUMO = 11.120 eV
Molecular weight = 582.7 g mol⁻¹
Charge = 0

=====

no.,lowest unoccupied orbital energy (Eh)
1,0.0698
2,0.0110
3,0.0265